C17H32EuN3OS5 as an isolated structure at a distorted geometry, computed with ωB97M-V with the def2-TZVPD basis set.

Its LUMO energy (spin up / spin down) is -1.987 / -1.988 eV. The energy above the lowest of the compared OMol25 structures with the same formula, charge and spin comes out at 0.000 eV. As for the total charge: +1. The HOMO-LUMO gap (spin up / spin down) is 6.834 / 8.197 eV. Its spin multiplicity is 8.

Cartesian coordinates (Å):
Eu: 0.012 -0.197 -0.028
C: 2.269 3.106 -0.171
C: 0.975 3.649 -0.753
S: 0.139 2.380 -1.765
C: -1.491 3.150 -1.991
C: -2.373 3.153 -0.752
S: -2.600 1.448 -0.143
C: -3.093 1.750 1.579
C: -1.979 2.267 2.474
S: -0.738 0.958 2.747
C: 0.638 1.921 3.449
C: 1.405 2.775 2.454
S: 2.060 1.784 1.064
H: 2.842 3.905 0.297
H: 2.885 2.664 -0.955
H: 1.199 4.502 -1.395
H: 0.287 3.973 0.029
H: -1.954 2.559 -2.782
H: -1.340 4.163 -2.360
H: -3.351 3.561 -1.009
H: -1.944 3.759 0.045
H: -3.438 0.775 1.927
H: -3.937 2.439 1.576
H: -2.390 2.546 3.445
H: -1.480 3.134 2.041
H: 1.297 1.176 3.897
H: 0.242 2.545 4.250
H: 2.252 3.245 2.955
H: 0.772 3.557 2.037
N: 1.911 -0.421 -1.753
C: 3.010 -1.359 -1.442
C: 2.446 -2.637 -0.799
C: 3.041 -2.950 0.575
C: 2.671 -1.935 1.653
N: 1.205 -1.739 1.697
H: 1.308 -0.851 -2.454
H: 2.286 0.408 -2.201
H: 3.688 -0.858 -0.747
H: 3.590 -1.609 -2.333
H: 2.616 -3.489 -1.456
H: 1.359 -2.529 -0.709
H: 4.129 -2.998 0.500
H: 2.693 -3.936 0.895
H: 3.141 -0.969 1.456
H: 3.059 -2.290 2.611
H: 0.939 -1.365 2.602
H: 0.759 -2.652 1.655
O: -1.061 -0.893 -1.842
N: -2.336 -1.264 -1.823
C: -3.052 -1.128 -2.960
C: -4.366 -1.496 -3.037
C: -4.977 -2.038 -1.905
C: -4.244 -2.165 -0.751
C: -2.901 -1.759 -0.684
S: -1.997 -1.852 0.768
H: -2.498 -0.718 -3.790
H: -4.900 -1.370 -3.967
H: -6.012 -2.351 -1.937
H: -4.672 -2.574 0.152

Cartesian forces (eV/Å) of the 6 atoms listed first:
Eu 0.8 1.3 1.0
C 0.0 -0.2 0.2
C -0.2 -0.2 -0.3
S 0.1 0.3 0.1
C 0.2 -0.2 0.1
C 0.0 -0.3 0.1

C17H32F6NbO12S2 as an isolated structure at a distorted geometry, computed with ωB97M-V with the def2-TZVPD basis set.

Its LUMO energy is 0.952 eV. As for the total charge: -1. The HOMO-LUMO gap is 6.966 eV.

Cartesian coordinates (Å):
C: -0.392 -7.781 0.128
C: 0.974 -8.388 0.298
O: 1.122 -9.475 0.839
O: 2.059 -7.696 -0.082
C: 2.033 -6.715 -1.129
C: 2.209 -5.300 -0.621
C: 1.381 -4.927 0.599
Nb: 1.470 -2.727 0.999
C: 0.903 -0.561 1.142
C: 1.627 0.396 0.204
C: 2.777 1.116 0.873
F: 2.140 -0.272 -0.934
S: -0.320 -2.807 -0.865
C: -1.929 -2.673 -0.102
O: -0.173 -1.652 -1.748
O: -0.342 -4.118 -1.527
S: 2.985 -2.834 3.093
O: 3.615 -1.540 3.327
O: 3.855 -3.996 2.973
C: 2.099 -3.218 4.726
F: 3.049 -3.524 5.647
F: 1.305 -4.303 4.542
C: 1.230 -2.109 5.353
F: 0.153 -1.858 4.602
F: 1.926 -0.980 5.501
F: 0.807 -2.493 6.568
H: -0.449 -6.916 -0.520
H: -0.752 -7.501 1.115
H: -1.044 -8.559 -0.266
H: 1.145 -6.827 -1.741
H: 2.885 -6.962 -1.763
H: 3.260 -5.177 -0.353
H: 2.025 -4.631 -1.462
H: 0.336 -5.212 0.494
H: 1.773 -5.361 1.523
H: 3.033 -2.610 0.054
H: 0.184 -3.145 2.239
H: -0.174 -0.396 1.081
H: 1.183 -0.324 2.177
H: 0.915 1.135 -0.174
H: 3.461 0.404 1.337
H: 2.393 1.781 1.646
H: 3.329 1.697 0.134
H: -1.881 -1.992 0.743
H: -2.196 -3.676 0.217
H: -2.612 -2.318 -0.871
C: 0.550 6.515 -2.238
O: 0.557 5.551 -3.292
C: -0.145 4.448 -3.027
O: -0.754 4.234 -2.013
O: -0.058 3.639 -4.076
C: -0.754 2.393 -3.926
H: 1.154 7.344 -2.592
H: -0.464 6.857 -2.033
H: 0.985 6.099 -1.331
H: -1.818 2.565 -3.778
H: -0.352 1.823 -3.092
H: -0.596 1.850 -4.851
C: -4.228 6.828 -2.588
O: -3.616 8.030 -2.107
C: -4.304 8.649 -1.154
O: -5.357 8.294 -0.696
O: -3.627 9.738 -0.791
C: -4.257 10.500 0.242
H: -3.564 6.432 -3.350
H: -4.331 6.102 -1.786
H: -5.202 7.043 -3.024
H: -4.367 9.904 1.145
H: -5.234 10.852 -0.083
H: -3.597 11.341 0.426

Cartesian forces (eV/Å) of the 6 atoms listed first:
C -0.2 -0.2 -0.3
C 0.3 -1.1 0.7
O -0.2 1.4 -0.6
O 0.1 -0.3 0.0
C 0.0 0.0 -0.2
C 0.6 0.1 0.4

One molecule with the formula C17H32IO4P at a distorted geometry, computed with ωB97M-V with the def2-TZVPD basis set.

Its LUMO energy is -0.009 eV. As for the structure (SMILES): C#CP(O)(I)(CCCCCCCCCCCCOC)CC(=O)O. The HOMO-LUMO gap is 9.111 eV.

Cartesian coordinates (Å):
C: 5.151 -1.156 3.462
C: 4.139 -0.331 3.226
P: 2.632 0.766 2.772
O: 3.319 1.951 3.881
I: 1.939 -1.059 1.217
C: 1.088 0.574 3.859
C: -0.208 1.406 3.323
C: -1.156 0.501 2.374
C: -2.737 0.779 2.531
C: -3.518 -0.390 1.686
C: -3.136 -0.417 0.117
C: -2.669 -1.909 -0.389
C: -2.089 -1.792 -1.924
C: -0.507 -1.496 -1.786
C: 0.394 -1.983 -3.032
C: -0.227 -1.685 -4.491
C: -0.758 -0.181 -4.717
O: 0.297 0.813 -4.623
C: 0.049 1.787 -3.575
C: 2.680 2.053 1.364
C: 3.270 1.508 -0.029
O: 2.555 1.695 -1.083
O: 4.524 0.825 -0.193
H: 5.802 -2.114 3.493
H: 2.803 2.804 3.816
H: 1.354 1.052 4.889
H: 0.872 -0.535 4.078
H: 0.067 2.352 2.720
H: -0.848 1.786 4.221
H: -0.758 0.635 1.288
H: -0.923 -0.609 2.641
H: -2.990 0.602 3.655
H: -3.075 1.840 2.251
H: -4.672 -0.264 1.787
H: -3.273 -1.397 2.210
H: -2.286 0.296 -0.185
H: -4.080 -0.049 -0.464
H: -3.631 -2.572 -0.382
H: -1.915 -2.396 0.335
H: -2.330 -2.759 -2.520
H: -2.696 -0.918 -2.395
H: -0.365 -0.388 -1.493
H: -0.143 -2.108 -0.861
H: 0.629 -3.103 -2.927
H: 1.422 -1.433 -2.988
H: -1.011 -2.501 -4.780
H: 0.646 -1.839 -5.254
H: -1.565 0.063 -3.937
H: -1.293 -0.141 -5.755
H: 0.405 1.313 -2.577
H: -1.051 2.100 -3.453
H: 0.666 2.754 -3.719
H: 3.297 2.962 1.709
H: 1.598 2.394 1.168
H: 4.312 -0.086 -0.542

Cartesian forces (eV/Å) of the 6 atoms listed first:
C -5.7 3.3 -1.7
C 4.9 -4.3 0.9
P 2.3 0.8 2.5
O -1.1 0.5 -0.9
I -0.4 -0.8 -0.6
C -0.8 0.8 1.5

A 2-piece molecular cluster, C17H32N2O8P overall at a distorted geometry, computed with ωB97M-V with the def2-TZVPD basis set.

Its LUMO energy is -4.226 eV. As for the total charge: +1. The HOMO-LUMO gap is 7.836 eV.

Cartesian coordinates (Å):
C: 3.338 -3.538 -0.949
O: 2.119 -2.755 -0.968
C: 1.769 -2.365 -2.337
C: 1.238 -0.844 -2.188
N: 1.940 0.292 -2.389
P: 3.636 0.169 -2.931
C: 4.840 0.752 -1.595
C: 3.779 1.206 -4.511
C: 1.131 1.546 -2.108
C: 0.170 0.923 -0.942
C: -1.061 1.794 -0.428
O: 1.152 0.409 0.009
N: 1.282 1.207 1.115
O: 2.313 1.800 1.029
C: -0.238 -0.393 -1.768
C: -1.258 -1.457 -1.144
C: -1.934 -2.243 -2.407
C: -3.532 -2.174 -2.438
C: -4.156 -0.710 -2.424
O: -5.387 -0.618 -2.690
O: -3.462 0.502 -2.157
H: 3.545 -4.126 -1.904
H: 3.220 -4.313 -0.104
H: 4.275 -2.921 -0.675
H: 2.653 -2.452 -3.047
H: 0.939 -3.085 -2.655
H: 5.816 0.164 -1.763
H: 4.492 0.484 -0.530
H: 5.011 1.888 -1.695
H: 4.865 1.508 -4.720
H: 3.416 0.642 -5.446
H: 3.153 2.176 -4.474
H: 1.764 2.406 -1.676
H: 0.403 1.835 -2.955
H: -0.822 2.514 0.421
H: -1.425 2.436 -1.311
H: -1.955 1.158 -0.075
H: -0.781 0.070 -2.681
H: -0.756 -2.248 -0.492
H: -2.111 -0.945 -0.562
H: -1.572 -3.338 -2.335
H: -1.508 -1.825 -3.395
H: -3.857 -2.649 -3.439
H: -4.010 -2.798 -1.615
H: -4.047 0.971 -1.508
C: -2.355 3.147 6.850
C: -2.876 1.731 7.003
O: -2.971 1.078 5.730
C: -1.815 0.623 5.225
O: -0.730 0.704 5.746
O: -2.071 0.076 4.023
C: -0.907 -0.371 3.334
H: -2.962 3.703 6.130
H: -2.376 3.671 7.808
H: -1.329 3.156 6.476
H: -3.885 1.756 7.419
H: -2.258 1.148 7.692
H: -0.309 -1.041 3.956
H: -0.314 0.487 3.013
H: -1.229 -0.921 2.449

Cartesian forces (eV/Å) of the 6 atoms listed first:
C 1.1 -1.1 1.2
O 0.7 0.2 -1.9
C -0.3 0.2 0.8
C -0.6 1.4 -0.7
N -1.2 -1.0 -0.3
P 1.6 -1.6 -1.0